This record from the OMol25 dataset describes a 2-piece molecular cluster, C6H15NO overall at a distorted geometry. The level of theory is wB97M-V/def2-TZVPD.

Properties
- <S²>: 0.7571
- Net charge: +1
- Spin multiplicity: 2
- LUMO (spin up / spin down): -3.5942 / -7.0230 eV

Geometry as XYZ:
```
23
Properties=species:S:1:pos:R:3:lowdin_charge:R:1
O -1.31154 -6.22831 0.72700 -0.0380
N -0.50760 -0.62363 -1.63066 0.2182
C -0.87013 0.36453 -0.79266 -0.0357
C -0.04572 1.39776 -0.40409 -0.1499
C -0.49503 2.01326 2.02446 -0.0589
C 1.35028 1.53148 -0.84557 -0.1958
C 2.42364 0.78144 -0.03402 -0.0489
C -0.63384 2.43651 0.53369 -0.1415
H -0.15929 0.95276 2.06485 0.0775
H -0.94962 -1.52614 -1.49784 0.1468
H -0.03496 3.33549 0.43053 0.1221
H 2.42390 -0.31129 -0.17756 0.0847
H -0.43878 -6.46390 0.98660 0.0182
H -1.91996 0.51622 -0.66013 0.1465
H 3.40000 1.21486 -0.18687 0.0866
H -1.38670 -5.69975 -0.06210 0.0198
H 1.66688 2.57091 -0.96796 0.1290
H 1.47223 1.27895 -1.92870 0.1357
H 0.28080 2.47015 2.61914 0.0834
H -1.42951 1.80866 2.52682 0.0804
H -1.71629 2.48666 0.40975 0.1220
H 2.16425 0.82375 1.02843 0.0763
H 0.48606 -0.64514 -1.83763 0.1216
```

This record from the OMol25 dataset describes a 2-piece molecular cluster, C3H6O3 overall at a distorted geometry. The level of theory is wB97M-V/def2-TZVPD.

Properties
- Spin multiplicity: 1
- LUMO: -1.5161 eV

Geometry as XYZ:
```
12
Properties=species:S:1:pos:R:3:lowdin_charge:R:1
O -0.94564 0.10792 -0.11789 -0.2338
O 0.68725 -1.00491 0.98277 0.0495
O 3.32468 0.53807 -0.57940 0.0839
C -2.33855 0.01773 -0.14601 -0.1583
C 1.32391 0.02042 0.63031 -0.2618
C 2.33241 -0.13130 -0.49511 -0.2181
H -2.70835 0.34104 -1.12791 0.0756
H 2.11542 -0.97468 -1.17689 0.1365
H -2.84613 0.56265 0.65568 0.0789
H -2.56314 -1.04969 -0.05226 0.0938
H 1.62688 0.72696 1.42158 0.1411
H -0.00874 0.84579 0.00512 0.2127
```

This record from the OMol25 dataset describes an isolated ion of composition C3H6N4 and charge +2 at a distorted geometry. The level of theory is wB97M-V/def2-TZVPD.

Properties
- Net charge: +2
- Spin multiplicity: 1
- LUMO: -12.7488 eV

Geometry as XYZ:
```
13
Properties=species:S:1:pos:R:3:lowdin_charge:R:1
N -1.43405 1.20831 -0.47977 0.3041
N -0.23811 1.13958 -0.16825 0.1186
N -2.89410 -1.46637 0.02821 0.3425
N -0.48177 -1.22216 0.04218 0.2410
C 0.34030 -0.29913 -0.16768 -0.0881
C 1.72873 -0.02561 0.20603 0.0712
C -1.80390 -1.29245 0.14657 -0.1856
H -2.12393 2.08850 -0.83844 0.2984
H 2.37363 -0.86801 0.30550 0.1236
H 0.14135 -2.02394 -0.06656 0.2399
H 1.58867 0.25175 1.29005 0.1821
H 0.52610 1.82721 0.08319 0.2227
H 2.27709 0.68232 -0.38103 0.1295
```

This record from the OMol25 dataset describes a 2-piece molecular cluster, C3H11N2O overall at a distorted geometry. The level of theory is wB97M-V/def2-TZVPD.

Properties
- Net charge: +1
- Spin multiplicity: 1
- LUMO: -3.1860 eV

Geometry as XYZ:
```
17
Properties=species:S:1:pos:R:3:lowdin_charge:R:1
O -0.06402 1.58598 -2.81604 -0.0390
N 0.90693 -1.90607 2.06888 0.1003
N 0.36587 1.07623 -0.09770 0.1984
C -1.24694 -0.80625 0.06552 -0.0190
C 0.91655 -0.70860 1.39680 -0.1538
C 0.05431 -0.21520 0.51332 -0.2894
H -0.18354 1.85096 0.26760 0.1744
H -0.89238 2.01495 -3.07613 0.0782
H 0.22659 1.11846 -1.12788 0.1017
H -1.16254 -1.57970 -0.63323 0.0718
H 1.15303 -1.78566 3.04095 0.1068
H 0.05779 -2.45671 1.99907 0.1028
H 1.35130 1.35392 -0.01796 0.1742
H -1.87750 -1.12345 0.89127 0.0945
H -1.81887 -0.04693 -0.47961 0.0864
H 0.45169 1.69549 -3.62770 0.0813
H 1.76174 -0.06742 1.63284 0.1305
```

This record from the OMol25 dataset describes C9H11NOS in the gas phase at a distorted geometry. The level of theory is wB97M-V/def2-TZVPD.

Properties
- Spin multiplicity: 1
- LUMO: 0.6336 eV

Geometry as XYZ:
```
23
Properties=species:S:1:pos:R:3:lowdin_charge:R:1
S -1.57685 1.93914 -0.97080 0.9446
O -2.94854 1.75445 -1.57830 -0.6749
N -1.23156 -0.80507 -0.73968 -0.1879
C 1.57665 1.03660 -0.50967 -0.0258
C 2.70462 1.12453 1.58414 -0.1146
C 0.42244 0.59111 1.50730 -0.0361
C 0.39951 0.64608 0.11464 -0.2978
C -2.44505 -1.14463 -1.43103 -0.0651
C -0.90023 0.43209 -0.55588 -0.5167
C -0.56836 -1.99486 -0.19284 -0.0038
C 1.56569 0.87410 2.24908 -0.0776
C 2.69721 1.27700 0.24218 -0.0950
H -3.35340 -1.34116 -0.74374 0.1242
H 0.25089 -1.70225 0.42214 0.0759
H 1.62317 1.20296 -1.57600 0.1193
H -2.84102 -0.30199 -2.04604 0.0742
H 1.63753 0.54527 3.25011 0.0990
H -0.30878 -2.50831 -1.14586 0.1076
H 3.61107 1.17375 -0.24673 0.0934
H 3.63521 1.50207 2.13543 0.1415
H -0.53369 0.46115 1.97788 0.1209
H -2.20505 -2.07607 -2.05177 0.1085
H -1.21144 -2.68597 0.30545 0.0862
```

This record from the OMol25 dataset describes a 2-piece molecular cluster, C36H32ClN2 overall at a distorted geometry. The level of theory is wB97M-V/def2-TZVPD.

Properties
- Net charge: +1
- Spin multiplicity: 1
- LUMO: -5.6609 eV

Geometry as XYZ:
```
71
Properties=species:S:1:pos:R:3:lowdin_charge:R:1
Cl 1.98319 7.40597 1.40855 0.7070
N 2.70483 2.11281 2.48072 -0.0770
N 0.49639 2.36203 2.84391 -0.0840
C 1.46959 3.47623 0.84916 -0.1855
C 1.58206 -6.80791 0.67813 -0.0372
C 1.34873 4.54340 -1.31490 -0.0627
C -2.16251 -2.39710 -2.39964 -0.0403
C -1.52065 -3.29672 -1.51438 0.0020
C -0.80583 2.95643 2.64128 -0.0260
C -3.46257 -2.74411 -2.98871 -0.1684
C -0.01432 1.05134 -3.72281 -0.0302
C -6.05018 -3.30442 -3.97861 -0.0373
C -0.95456 0.44781 -4.56956 -0.0450
C 2.32875 -5.63699 0.47117 -0.0532
C 1.12595 2.35011 4.06631 -0.1845
C 3.43767 2.45680 4.84175 -0.0294
C -4.38489 -1.70589 -3.27266 -0.0221
C 1.68559 4.72704 1.45527 -0.0579
C 1.45063 2.25048 1.75342 -0.2240
C 1.33821 3.39079 -0.53057 -0.0375
C 1.53291 5.79262 -0.72105 -0.0920
C 1.71760 5.88145 0.66684 -0.6629
C -1.57250 -1.12383 -2.79021 -0.1725
C 2.94494 2.88509 6.07503 -0.1027
C -3.85965 -4.07898 -3.25460 -0.0038
C 0.09117 0.59407 -2.40288 -0.0514
C -0.40073 -5.64193 -0.11288 -0.0096
C -5.12117 -4.34470 -3.79861 -0.0481
C 0.21873 -6.80464 0.35484 -0.0537
C 3.97489 2.44239 1.86985 -0.0249
C 2.50402 2.19355 3.83950 -0.1841
C -1.73062 -0.61490 -4.11270 -0.0065
C -0.30656 -3.21106 -0.83291 0.0824
C 0.63061 2.77753 5.29830 -0.0298
C 1.56357 3.03706 6.30196 -0.1032
C -0.77456 -0.37622 -1.90449 -0.0191
C 0.32475 -4.42241 -0.30156 -0.1857
C -5.68490 -1.98135 -3.68567 -0.0445
C 1.71534 -4.46865 0.01041 -0.0084
H 1.21567 3.37099 7.27825 0.0991
H -2.45259 -1.07593 -4.79106 0.1248
H 1.54313 6.70549 -1.31013 0.1074
H 3.40191 -5.64441 0.66573 0.1157
H -1.46934 -5.68895 -0.33150 0.1074
H -7.06797 -3.52670 -4.30729 0.1186
H 4.49966 2.34772 4.62870 0.0980
H 0.87540 0.97565 -1.75372 0.0779
H -0.44079 2.91878 5.42574 0.0972
H -0.82616 -0.58220 -0.83349 0.1225
H 1.21505 4.45904 -2.39240 0.1037
H -1.06644 0.79736 -5.59450 0.1173
H 3.64800 3.11404 6.87622 0.0997
H -0.72079 3.95748 2.19145 0.0895
H -5.39272 -5.37050 -4.06736 0.1172
H -1.40513 2.33522 1.97001 0.0858
H 2.31076 -3.56478 -0.13163 0.1199
H 4.75954 2.36494 2.62619 0.0795
H -0.35900 -7.72532 0.46146 0.1164
H 0.60840 1.87958 -4.07525 0.1196
H 4.19734 1.74080 1.06298 0.0887
H 3.97379 3.45675 1.44267 0.0901
H -4.08277 -0.66476 -3.13576 0.1239
H -3.15842 -4.89622 -3.06104 0.1189
H 1.21214 1.28016 1.18231 0.1582
H 1.84606 4.83373 2.53005 0.1352
H -1.31873 3.01699 3.60514 0.0801
H 0.26940 -2.29052 -0.82333 0.1092
H -6.40148 -1.16008 -3.77285 0.1197
H 1.23815 2.40220 -0.97055 0.0602
H 2.05036 -7.70948 1.08237 0.1206
H -2.06637 -4.23028 -1.37445 0.0919
```

This record from the OMol25 dataset describes BH4NS in the gas phase at a distorted geometry. The level of theory is wB97M-V/def2-TZVPD.

Properties
- Spin multiplicity: 1
- LUMO: 0.5274 eV

Geometry as XYZ:
```
7
Properties=species:S:1:pos:R:3:lowdin_charge:R:1
S -1.83290 0.04081 -0.04299 0.7582
N 0.98243 0.60952 0.01418 0.0479
B -0.08974 -0.26029 -0.08704 -0.8417
H 0.12006 -1.34072 -0.02391 -0.0055
H -2.14392 -1.12000 0.47404 -0.1738
H 1.89644 0.40995 -0.51663 0.1098
H 1.06762 1.66072 0.18234 0.1050
```

This record from the OMol25 dataset describes FH3O3SSi as an isolated structure at a distorted geometry. The level of theory is wB97M-V/def2-TZVPD.

Properties
- Spin multiplicity: 1
- LUMO: 0.2474 eV

Geometry as XYZ:
```
9
Properties=species:S:1:pos:R:3:lowdin_charge:R:1
S 0.79817 0.21975 -1.08075 0.6108
Si -0.76968 -0.20307 1.17140 0.5683
F 0.92434 -0.89533 -2.18448 -0.1272
O 0.49604 1.48628 -1.63655 -0.2193
O 1.85147 0.10343 -0.13301 -0.2634
O -0.73245 -0.44838 -0.48036 -0.4596
H -0.80307 1.26342 1.48345 -0.0418
H 0.42517 -0.93361 1.69750 -0.0288
H -2.19000 -0.59249 1.16279 -0.0390
```

Let's list ΔE to the lowest compared entry with this formula, charge and spin in order: 24.05 122.71 152.13 28.17 61.60 7.06 10.94 26.42 kcal/mol.
Let's list molar mass in order: 117.2 90.1 98.1 91.1 181.3 528.1 60.9 130.2 g/mol.
Let's list DFT total energy in order: -367.27995 -343.45901 -335.99413 -305.40784 -877.63936 -1960.42387 -480.22440 -1015.03991 hartree.